The following is a DFT calculation (ωB97M-V/def2-TZVPD) of an isolated molecule of C3H3NS2 in a non-equilibrium geometry.

Output
E_HOMO (alpha / beta) = -6.976 / -9.549 eV
<S²> = 2.0235
maximum force = 0.0670 Eh/bohr
total energy = -26314.674 eV
frontier orbital gap (alpha / beta) = 7.102 / 6.864 eV
charge = 0
2S+1 = 3
energy relative to the best compared isomer or geometry (same formula, charge and spin) = 196.9 kJ/mol

Each line ends with the Mulliken charge.
Geometry (Å):
C -2.089 0.326 0.142  0.390
C -0.879 -0.231 -0.312  0.103
C 0.158 -1.220 0.133  -0.585
N -3.122 0.734 0.482  -0.369
S 2.425 1.047 0.249  -0.263
S 0.611 0.326 -0.829  -0.032
H 0.329 -2.081 -0.512  0.274
H 0.428 -1.035 1.217  0.325
H 2.139 2.133 -0.571  0.156

---

The following is a DFT calculation (ωB97M-V/def2-TZVPD) of a structure of composition C3H3NaO3Rb in a non-equilibrium geometry.

Output
E_HOMO (alpha / beta) = -5.430 / -5.428 eV
<S²> = 0.7526
maximum force = 0.0324 Eh/bohr
total energy = -14368.268 eV
frontier orbital gap (alpha / beta) = 4.476 / 4.475 eV
charge = 0
2S+1 = 2
energy relative to the best compared isomer or geometry (same formula, charge and spin) = 85.9 kJ/mol

Each line ends with the Mulliken charge.
Geometry (Å):
C 0.908 -0.273 -0.306  -0.107
C -0.303 0.129 0.471  0.012
O -1.362 -0.764 0.188  -0.269
O 2.039 0.062 -0.128  -0.329
H -0.545 1.168 0.189  0.239
H -0.033 0.134 1.540  0.248
O -2.597 0.405 1.612  -0.638
C -2.567 -0.562 0.833  -0.032
Rb 5.781 0.604 -2.738  0.404
Na -4.716 -0.551 1.784  0.897
H 3.395 -0.350 -3.445  -0.424